[1]
Formula: C54H54AsF6O18Sn
Source: the OMol25 dataset
Level of theory: ωB97M-V/def2-TZVPD

```
134
Properties=species:S:1:pos:R:3:mulliken_charge:R:1
Sn -12.76 -14.30 13.40 1.508
As -12.74 -18.39 14.43 2.151
F -12.49 -19.43 15.80 -0.196
F -13.94 -17.43 15.43 0.100
F -13.02 -17.15 13.12 -0.717
F -11.50 -19.08 13.37 -0.504
F -14.07 -19.47 13.78 -0.558
F -11.53 -17.21 15.10 -0.337
C -8.83 -18.57 20.57 -0.773
C -8.65 -18.21 19.26 -0.620
C -9.39 -18.85 18.20 -0.116
C -10.31 -19.86 18.53 0.155
C -10.34 -20.33 19.82 -0.843
C -9.50 -19.75 20.78 0.716
O -9.37 -20.42 21.91 -0.516
O -9.27 -18.33 16.92 -0.576
H -8.49 -17.99 21.41 0.357
H -7.88 -17.52 18.96 0.552
H -11.01 -20.27 17.81 0.658
H -10.87 -21.26 20.00 0.469
H -8.96 -19.99 22.66 0.311
H -9.63 -18.92 16.26 0.155
C -15.18 -21.85 11.53 0.459
C -16.53 -22.03 11.67 -1.078
C -17.08 -23.31 11.93 0.901
C -16.35 -24.45 11.92 -1.085
C -14.96 -24.20 11.71 -0.020
C -14.36 -23.02 11.45 -0.305
O -12.97 -22.98 11.29 -0.505
O -18.41 -23.22 12.17 -0.509
H -14.65 -20.92 11.36 0.409
H -17.27 -21.24 11.61 0.446
H -16.73 -25.38 12.33 0.303
H -14.23 -24.97 11.92 0.336
H -12.68 -22.36 10.62 0.312
H -18.82 -24.05 12.43 0.316
C -16.55 -16.41 9.76 -0.521
C -16.96 -17.31 8.78 -0.859
C -16.10 -18.42 8.52 0.530
C -14.98 -18.71 9.32 -0.738
C -14.56 -17.74 10.23 -0.036
C -15.30 -16.58 10.47 0.118
O -14.77 -15.58 11.17 -0.010
O -16.45 -19.32 7.53 -0.529
H -17.38 -15.76 10.02 0.332
H -17.83 -17.08 8.17 0.341
H -14.38 -19.61 9.24 0.545
H -13.78 -17.87 10.97 0.301
H -15.21 -14.78 10.88 0.252
H -17.18 -18.93 7.05 0.296
C -11.32 -23.50 14.58 -0.642
C -10.88 -22.21 14.25 -0.567
C -10.05 -21.52 15.08 0.506
C -9.65 -22.06 16.27 -0.533
C -10.12 -23.29 16.69 -0.802
C -10.94 -24.03 15.84 0.556
O -11.42 -25.26 16.14 -0.556
O -9.53 -20.33 14.63 -0.707
H -12.05 -23.93 13.91 0.475
H -11.11 -21.79 13.28 0.485
H -9.00 -21.51 16.93 0.627
H -9.78 -23.86 17.54 0.478
H -11.53 -25.70 15.29 0.325
H -10.12 -19.92 14.00 0.216
C -10.15 -12.75 16.58 -0.443
C -10.00 -11.88 17.69 -0.790
C -9.77 -12.50 18.90 0.509
C -9.75 -13.94 19.04 -0.546
C -10.07 -14.65 17.94 -0.303
C -10.36 -14.06 16.72 0.131
O -10.70 -14.80 15.65 0.079
O -9.59 -11.60 19.88 -0.560
H -10.25 -12.26 15.62 0.353
H -9.98 -10.81 17.51 0.479
H -9.54 -14.55 19.90 0.581
H -10.25 -15.71 17.89 0.516
H -10.57 -15.74 15.72 -0.313
H -9.43 -12.05 20.71 0.322
C -14.71 -20.65 17.20 -0.516
C -13.86 -21.28 18.14 -0.660
C -13.91 -20.86 19.46 1.057
C -14.76 -19.82 19.86 -0.586
C -15.50 -19.14 18.89 -0.447
C -15.48 -19.54 17.60 -0.035
O -16.12 -18.82 16.64 -0.591
O -13.23 -21.61 20.36 -0.525
H -14.83 -21.00 16.19 0.644
H -13.22 -22.10 17.85 0.498
H -14.74 -19.35 20.84 0.189
H -16.03 -18.24 19.16 0.512
H -15.48 -18.67 15.94 -0.008
H -13.38 -21.28 21.24 0.289
C -18.10 -15.03 13.62 -0.602
C -19.18 -15.79 13.24 -0.755
C -19.05 -17.16 12.99 0.890
C -17.84 -17.85 13.11 -0.583
C -16.72 -17.09 13.54 -0.680
C -16.86 -15.71 13.73 -0.043
O -15.85 -14.89 14.23 -0.172
O -20.18 -17.82 12.59 -0.587
H -18.05 -13.96 13.74 0.492
H -20.11 -15.25 13.15 0.427
H -17.74 -18.87 12.79 0.173
H -15.78 -17.60 13.69 0.977
H -16.16 -14.34 14.95 0.233
H -19.77 -18.66 12.38 0.317
C -9.14 -14.83 10.87 -0.623
C -9.32 -14.91 9.49 -0.669
C -10.09 -15.91 8.95 0.867
C -10.68 -16.90 9.76 -0.980
C -10.40 -16.86 11.13 0.209
C -9.67 -15.81 11.68 -0.584
O -9.79 -15.75 13.12 -0.160
O -10.18 -16.18 7.62 -0.497
H -8.50 -14.02 11.18 0.476
H -8.73 -14.26 8.86 0.345
H -11.25 -17.66 9.25 0.487
H -10.84 -17.62 11.75 0.670
H -9.04 -15.66 13.71 0.249
H -9.84 -15.35 7.29 0.283
C -13.36 -13.52 18.10 -0.247
C -13.15 -13.14 19.44 -0.755
C -13.18 -14.24 20.40 0.516
C -13.61 -15.51 20.01 -0.797
C -13.84 -15.82 18.68 -0.006
C -13.65 -14.86 17.73 0.109
O -13.97 -15.13 16.44 -0.080
O -12.94 -13.94 21.71 -0.568
H -13.35 -12.75 17.35 0.299
H -12.78 -12.20 19.83 0.439
H -13.81 -16.34 20.68 0.537
H -14.04 -16.85 18.42 0.371
H -14.36 -16.01 16.45 -0.331
H -12.28 -13.24 21.72 0.282
```

E_HOMO = -8.99 eV
spin multiplicity = 1
molecular weight = 1298.6 g/mol
largest force on an atom = 0.0973 Eh/bohr
total charge = +1
Kohn-Sham gap = 2.53 eV



[2]
Formula: C23H14BrCl2FeN6O5
Source: the OMol25 dataset
Level of theory: ωB97M-V/def2-TZVPD

```
52
Properties=species:S:1:pos:R:3:nbo_charge:R:1
Fe -0.46 0.09 -0.12 1.138
Cl 3.25 5.66 0.74 0.017
C 2.78 4.03 0.42 -0.069
C 1.43 3.71 0.44 -0.273
C 1.03 2.41 0.18 0.198
N -0.29 1.94 0.17 -0.620
C -1.08 2.39 1.23 0.680
O -1.46 3.52 1.41 -0.538
C -1.25 1.31 2.27 0.118
C -1.74 1.58 3.53 -0.198
C -1.71 0.56 4.47 -0.138
C -1.20 -0.67 4.11 -0.226
C -0.75 -0.86 2.82 0.084
N -0.75 0.11 1.91 -0.430
C 1.99 1.42 -0.05 0.106
C 3.34 1.74 -0.09 -0.246
C 3.73 3.05 0.14 -0.063
Cl 5.42 3.43 0.10 0.013
N 1.44 0.13 -0.28 -0.690
C 1.87 -0.43 -1.48 0.679
O 2.97 -0.88 -1.73 -0.546
C 0.82 -0.26 -2.56 0.107
C 1.06 -0.40 -3.91 -0.202
C 0.07 0.02 -4.79 -0.138
C -1.10 0.57 -4.29 -0.236
C -1.28 0.64 -2.92 0.090
N -0.33 0.23 -2.08 -0.413
H 0.69 4.48 0.62 0.256
H -2.13 2.57 3.73 0.254
H -2.09 0.73 5.47 0.228
H -1.16 -1.49 4.81 0.229
H -0.40 -1.84 2.50 0.209
H 4.08 0.97 -0.29 0.249
H 2.01 -0.80 -4.24 0.251
H 0.22 -0.06 -5.86 0.228
H -1.88 0.92 -4.95 0.234
H -2.18 1.02 -2.46 0.247
O -2.97 -1.49 0.97 -0.487
N -3.32 -0.45 0.41 0.735
O -4.46 -0.04 0.41 -0.402
O -2.43 0.26 -0.23 -0.596
Br -2.44 -2.44 -2.04 0.119
C -1.12 -2.96 -0.80 0.211
C -1.02 -4.33 -0.57 -0.273
C 0.00 -4.79 0.24 -0.125
C 0.90 -3.88 0.77 -0.249
C 0.71 -2.54 0.49 0.046
N -0.30 -2.06 -0.26 -0.531
H -1.73 -4.99 -1.04 0.245
H 0.10 -5.85 0.43 0.231
H 1.73 -4.19 1.38 0.236
H 1.39 -1.79 0.87 0.250
```

E_HOMO (spin up / spin down) = -7.63 / -7.61 eV
spin multiplicity = 2
molecular weight = 661.1 g/mol
largest force on an atom = 0.0071 Eh/bohr
Kohn-Sham gap (spin up / spin down) = 7.06 / 7.01 eV



[3]
Formula: C4H12NOS
Source: the OMol25 dataset
Level of theory: ωB97M-V/def2-TZVPD

```
19
Properties=species:S:1:pos:R:3:nbo_charge:R:1
C -2.33 -0.60 -0.56 -0.408
N -1.04 -0.04 -0.88 -0.655
C -0.01 0.15 0.17 -0.054
C 1.17 0.78 -0.64 -0.514
S 2.59 1.14 0.42 -0.705
C -0.61 1.17 1.14 -0.641
H -2.82 -1.09 -1.41 0.185
H -3.06 0.13 -0.19 0.168
H -2.43 -1.37 0.23 0.157
H -0.62 -0.50 -1.67 0.357
H 0.35 -0.70 0.78 0.185
H 0.76 1.74 -0.94 0.184
H 1.35 0.15 -1.51 0.169
H -1.52 0.73 1.54 0.184
H 0.16 1.56 1.81 0.246
H -0.91 1.95 0.41 0.195
H 3.43 -2.07 -0.12 0.454
H 2.82 -1.11 0.89 0.497
O 2.72 -2.02 0.53 -1.003
```

E_HOMO = -2.76 eV
spin multiplicity = 1
molecular weight = 122.2 g/mol
largest force on an atom = 0.0415 Eh/bohr
total charge = -1
Kohn-Sham gap = 6.43 eV



Q: Which value of molecular weight does entry 2 give?
A: 661.1 g/mol



Q: Among the records above, which one has the highest spin multiplicity?
A: C23H14BrCl2FeN6O5



Q: Which of these has the highest largest force on an atom?
A: C54H54AsF6O18Sn